Computed, not measured: C24H45IN2O6S as an isolated structure, with the ωB97M-V functional and the def2-TZVPD basis.

For the energy, the calculation gives -2197.98362 Eh. As for the net charge: 0. The calculation puts the orbital gap at 6.894 eV.

```
79
Properties=species:S:1:pos:R:3:forces:R:3:lowdin_charge:R:1
C 2.430 -2.624 1.809 1.353 -0.119 -0.204 0.009
C 3.170 -1.219 2.153 -2.046 0.613 3.334 -0.376
O 2.797 -0.675 3.242 2.109 -1.628 -4.613 0.026
O 4.185 -0.694 1.306 -1.963 -0.681 0.871 -0.084
C 3.670 0.311 0.389 -0.904 1.629 -1.245 -0.169
C 3.598 1.808 1.048 -0.778 -1.510 0.779 -0.144
C 2.042 2.106 1.307 0.220 0.623 0.444 -0.234
C 1.712 3.574 1.872 -1.329 -0.762 0.143 -0.204
C 0.082 3.730 1.805 1.200 0.074 1.127 -0.203
C -0.545 2.737 2.937 -0.923 0.240 -0.658 -0.197
C -1.068 1.347 2.299 -0.111 0.047 -0.306 -0.203
C -2.442 0.798 2.968 -0.180 0.545 -1.007 -0.163
C -3.630 1.276 1.969 -0.593 1.347 1.061 -0.111
C -4.290 2.644 2.241 -0.158 -3.621 -2.843 -0.015
C -5.434 3.128 1.280 1.415 -3.857 -1.657 -0.085
C -5.812 2.203 0.074 1.876 0.661 2.979 -0.608
I -7.343 2.855 -1.313 1.045 -0.517 0.983 0.790
C -5.117 0.823 -0.165 1.726 -2.217 0.132 -0.314
N -5.303 -0.189 -1.181 1.868 1.228 3.272 -0.270
S -4.190 -1.472 -0.864 -0.596 3.092 1.426 0.915
N -3.305 -0.951 0.534 -4.480 3.808 -1.761 -0.230
C -3.969 0.305 0.786 -0.182 1.816 0.936 -0.270
H 1.310 -2.496 1.618 1.697 0.124 0.206 0.094
H 2.547 -3.342 2.713 -0.261 1.419 -1.534 0.066
H 2.958 -3.128 0.927 -0.967 0.779 1.077 0.086
H 2.589 0.032 0.070 1.741 0.281 0.537 0.132
H 4.283 0.323 -0.588 -0.682 -0.406 1.876 0.112
H 4.084 1.687 2.094 -0.544 0.515 -1.818 0.127
H 4.134 2.595 0.416 -0.807 -1.125 0.869 0.111
H 1.400 1.945 0.356 1.168 0.149 1.383 0.120
H 1.694 1.358 2.120 0.533 1.111 -1.530 0.093
H 2.231 4.416 1.294 -0.611 -1.257 0.873 0.108
H 1.951 3.589 3.007 0.031 0.304 -1.994 0.114
H -0.282 3.476 0.743 0.378 0.408 1.679 0.104
H -0.193 4.820 2.076 0.356 -1.747 -0.572 0.105
H 0.184 2.544 3.798 -0.891 0.323 -1.289 0.113
H -1.449 3.304 3.395 1.352 -1.092 -0.702 0.096
H -0.301 0.498 2.329 -0.862 1.389 0.122 0.099
H -1.254 1.568 1.176 0.175 -0.557 1.818 0.109
H -2.407 -0.348 3.068 -0.225 1.811 -0.343 0.108
H -2.557 1.235 4.022 -0.014 -0.538 -1.612 0.111
H -3.896 3.235 3.149 -0.968 -0.993 -1.745 0.104
H -5.947 4.127 1.484 0.696 -1.724 -0.631 0.094
C -11.021 0.878 0.367 -0.044 -0.182 0.023 -0.097
C -11.614 2.252 0.129 0.424 -0.086 0.000 -0.329
O -10.892 3.233 0.863 -0.039 0.202 0.092 -0.102
H -11.047 0.628 1.431 -0.091 0.041 -0.086 0.077
H -11.571 0.114 -0.188 0.078 -0.008 0.021 0.073
H -9.972 0.850 0.059 -0.079 -0.012 -0.098 0.050
H -12.655 2.282 0.458 0.127 0.161 0.041 0.111
H -11.580 2.514 -0.934 -0.154 -0.128 -0.068 0.106
H -9.974 3.206 0.560 -0.158 0.003 0.059 0.025
C 4.948 -5.205 5.634 0.092 -0.084 0.117 -0.094
C 4.111 -5.389 4.383 0.143 0.313 0.174 -0.319
O 2.938 -4.587 4.455 -0.173 0.045 -0.057 -0.106
H 4.374 -5.478 6.523 0.032 -0.057 -0.116 0.077
H 5.850 -5.821 5.593 -0.012 0.074 0.038 0.074
H 5.242 -4.158 5.752 0.077 -0.066 -0.079 0.075
H 3.802 -6.431 4.280 -0.146 0.163 -0.035 0.114
H 4.677 -5.106 3.489 0.123 -0.160 -0.013 0.108
H 3.220 -3.665 4.538 -0.079 -0.207 0.168 0.073
C 5.091 -0.692 -4.982 -0.036 0.054 -0.090 -0.101
C 5.472 -0.031 -3.673 0.041 -0.359 -0.177 -0.317
O 4.873 -0.720 -2.581 -0.056 -0.010 0.192 -0.101
H 4.005 -0.697 -5.107 0.084 0.089 0.016 0.074
H 5.541 -0.168 -5.829 -0.019 -0.122 -0.007 0.078
H 5.419 -1.735 -4.999 0.094 0.098 -0.090 0.071
H 5.124 1.004 -3.651 -0.028 -0.118 0.185 0.114
H 6.558 -0.032 -3.536 0.027 0.150 -0.123 0.110
H 5.192 -1.632 -2.602 -0.093 0.224 0.041 0.089
C 2.879 -1.435 -8.458 -0.057 0.161 -0.051 -0.095
C 4.002 -2.374 -8.853 -0.308 -0.082 0.249 -0.323
O 4.622 -2.914 -7.692 0.178 -0.098 0.106 -0.095
H 3.261 -0.620 -7.836 0.026 -0.046 -0.116 0.067
H 2.398 -1.008 -9.341 -0.039 -0.013 0.080 0.074
H 2.125 -1.961 -7.866 -0.023 -0.013 -0.123 0.074
H 4.763 -1.840 -9.425 0.057 -0.138 0.158 0.113
H 3.624 -3.198 -9.466 -0.018 0.118 -0.173 0.107
H 3.944 -3.392 -7.196 0.184 0.113 -0.118 0.083
```
Forces are in eV/Å.

=====

Computed, not measured: C15H25AlF9NO3P2 as an isolated structure, with the ωB97M-V functional and the def2-TZVPD basis.

For the energy, the calculation gives -2690.95036 Eh. As for the net charge: 0. The calculation puts the orbital gap at 3.035 eV.

```
56
Properties=species:S:1:pos:R:3:forces:R:3:lowdin_charge:R:1
C 0.883 -1.118 -3.950 -0.133 -0.745 -0.156 -0.016
C 0.937 -0.919 -2.572 -0.078 -0.271 -0.188 -0.253
N -0.193 -1.002 -1.798 -0.134 0.113 -0.700 0.056
C -1.397 -1.217 -2.414 0.428 -0.100 -0.437 -0.268
C -1.482 -1.444 -3.787 0.167 0.329 -0.141 -0.016
C -0.332 -1.437 -4.568 0.286 0.518 0.276 -0.018
C 2.342 -0.738 -1.965 -0.494 -1.475 0.818 -0.248
P 2.263 -0.610 -0.132 -0.564 -0.347 0.199 0.902
Al -0.122 -1.149 0.346 0.653 -0.068 0.164 0.081
P -2.438 -0.633 0.049 0.084 0.668 -0.236 0.870
C -2.714 -1.231 -1.649 -0.057 -0.075 0.131 -0.253
O 2.267 3.332 -3.068 -0.511 -2.168 -0.028 -0.134
O -1.225 3.054 -1.561 -1.375 -1.510 -2.234 -0.225
H 1.827 -1.186 -4.509 -0.539 0.342 0.254 0.130
H -2.470 -1.554 -4.234 0.327 -0.169 0.126 0.126
H -0.373 -1.610 -5.647 -0.022 -0.009 0.430 0.122
C 3.449 -1.943 0.283 0.284 0.242 -0.024 -0.236
C 3.015 0.981 0.319 0.288 -0.187 -0.119 -0.197
H -3.453 -0.596 -2.171 0.362 -0.215 0.142 0.111
H -3.156 -2.246 -1.609 0.413 0.334 -0.080 0.114
H 2.890 0.107 -2.347 0.042 0.300 -0.552 0.085
H 2.947 -1.685 -2.131 -0.773 1.164 -0.260 0.111
C -3.797 -1.195 1.057 -0.237 -0.395 -0.008 -0.224
C -2.614 1.145 -0.082 -0.102 -0.100 -0.191 -0.227
H -0.755 3.676 -1.036 1.505 2.101 1.044 -0.186
H -1.454 3.474 -2.415 0.504 0.045 0.929 0.047
H 2.001 2.733 -2.322 0.121 1.393 -0.561 0.005
H 2.012 2.755 -3.827 0.308 0.885 0.497 0.030
H 0.049 -2.730 0.477 -0.099 0.101 0.015 -0.035
H 0.484 5.214 -0.391 -0.273 -0.614 -0.084 -0.323
H 4.275 -1.771 -0.416 0.169 -0.223 0.300 0.045
H 3.832 -1.888 1.315 -0.341 -0.094 -0.388 0.057
H 3.007 -2.928 0.058 0.079 0.399 0.270 0.056
H 4.096 0.784 0.381 -0.160 0.432 -0.174 0.063
H 2.773 1.696 -0.493 0.230 -0.134 0.751 0.047
H 2.676 1.329 1.308 0.035 -0.028 -0.863 0.031
H -3.562 1.433 -0.560 0.040 -0.107 0.466 0.072
H -2.450 1.632 0.892 -0.136 -0.116 -0.518 0.056
H -1.856 1.491 -0.790 0.092 0.198 0.313 0.007
H -4.740 -0.930 0.567 0.092 -0.054 0.150 0.063
H -3.715 -2.285 1.151 -0.223 0.285 0.384 0.060
H -3.714 -0.656 2.010 -0.127 -0.484 -0.155 0.045
F -1.063 2.210 2.725 0.198 -1.146 0.943 0.146
C -1.064 1.116 3.530 -0.889 1.100 0.010 -0.476
F -0.913 1.532 4.811 -0.339 -0.420 -1.091 0.166
F -2.310 0.562 3.401 0.920 0.261 0.304 0.126
C 0.033 0.104 3.090 -0.059 -0.136 -1.495 -0.224
O -0.024 0.016 1.699 0.320 0.087 1.657 -0.167
C 1.405 0.667 3.579 0.950 0.633 0.115 -0.472
F 1.493 0.667 4.933 0.146 -0.077 -1.248 0.163
F 2.447 -0.072 3.090 -0.861 0.435 0.495 0.119
F 1.600 1.941 3.133 -0.347 -1.332 0.594 0.148
C -0.190 -1.321 3.686 -0.321 -0.740 0.109 -0.482
F -0.362 -1.304 5.025 0.114 -0.190 -1.074 0.173
F -1.292 -1.905 3.114 0.901 0.588 0.640 0.113
F 0.857 -2.137 3.375 -0.864 0.774 0.480 0.138
```
Forces are in eV/Å.

=====

Computed, not measured: C17H22BN8O9P2SZn as an isolated structure, with the ωB97M-V functional and the def2-TZVPD basis.

For the energy, the calculation gives -4661.81409 Eh. The calculation puts the relative energy (zero: lowest compared OMol25 entry of this formula, charge and spin) at 0.000 eV. As for the net charge: -1. The calculation puts the orbital gap at 8.691 eV.

```
61
Properties=species:S:1:pos:R:3:forces:R:3:lowdin_charge:R:1
Zn -2.087 0.233 0.274 -0.011 -0.037 -0.014 0.685
B -4.796 1.158 -1.003 -0.007 -0.038 0.041 -0.403
N -4.847 -0.330 -0.547 -0.055 0.000 0.007 -0.079
C -5.869 -1.190 -0.571 0.036 0.026 -0.034 -0.091
C -5.427 -2.420 -0.113 0.015 -0.031 0.025 -0.061
C -4.081 -2.217 0.192 -0.005 0.022 0.004 -0.125
N -3.745 -0.954 -0.081 -0.007 0.030 -0.034 -0.004
N -4.359 2.015 0.227 0.009 0.039 -0.010 -0.074
C -5.007 2.998 0.854 -0.008 -0.049 -0.036 -0.087
C -4.186 3.516 1.843 0.030 0.059 0.046 -0.062
C -3.015 2.771 1.744 -0.003 -0.051 -0.019 -0.135
N -3.131 1.873 0.767 -0.031 0.043 -0.033 -0.018
H -5.901 1.505 -1.336 -0.012 -0.014 0.011 0.068
H -3.963 1.276 -1.869 0.027 0.006 0.013 0.066
H -6.836 -0.869 -0.920 -0.004 0.002 -0.004 0.115
H -5.996 -3.327 -0.011 0.002 -0.004 0.004 0.087
H -3.332 -2.883 0.593 -0.012 -0.009 0.004 0.080
H -6.004 3.267 0.548 -0.003 0.000 -0.003 0.117
H -4.402 4.319 2.525 0.002 0.001 -0.002 0.087
H -2.095 2.842 2.297 -0.004 0.000 0.008 0.095
N 1.965 -1.160 -0.054 0.048 0.010 0.086 0.153
C 0.712 -1.946 -0.295 0.050 -0.044 -0.020 -0.485
C 1.139 -3.362 -0.689 -0.028 0.013 0.002 -0.076
P -0.303 -1.968 1.242 0.001 0.069 0.032 0.325
O 0.803 -2.200 2.391 0.022 0.013 0.003 -0.117
O -1.278 -3.074 1.132 -0.014 0.001 0.014 -0.296
O -0.772 -0.541 1.513 0.027 -0.183 0.005 -0.347
P -0.057 -1.087 -1.768 -0.020 -0.128 0.002 0.335
O -0.976 -2.229 -2.425 -0.013 0.023 -0.001 -0.119
O 1.098 -0.753 -2.632 0.018 0.010 -0.013 -0.288
O -0.967 0.036 -1.316 -0.038 0.123 -0.023 -0.346
H 2.779 -1.714 0.331 -0.023 -0.013 -0.018 0.084
H 1.812 -0.364 0.565 0.005 0.031 0.008 0.111
H 2.258 -0.796 -0.971 0.023 0.016 -0.044 0.116
H 1.777 -3.797 0.084 0.000 0.004 0.004 0.082
H 1.713 -3.338 -1.617 -0.002 0.008 0.001 0.094
H 0.261 -3.985 -0.826 -0.005 -0.003 -0.002 0.076
H 1.018 -3.132 2.511 -0.013 0.001 -0.011 0.085
H -1.880 -2.184 -2.084 0.003 0.000 0.000 0.070
O 6.635 -2.611 0.100 0.014 0.007 -0.028 -0.332
S 5.568 -1.910 0.762 0.092 0.012 0.024 0.445
O 4.239 -2.502 0.519 -0.067 0.010 -0.002 -0.377
O 5.789 -1.538 2.142 -0.015 -0.016 -0.022 -0.336
C 5.407 -0.298 -0.069 -0.053 0.069 0.089 -0.340
N 6.311 0.142 -0.930 0.021 -0.015 -0.016 0.129
C 6.044 1.316 -1.501 0.035 -0.025 -0.023 -0.110
C 4.889 2.039 -1.258 -0.038 0.009 0.056 0.008
C 4.019 1.495 -0.322 0.024 -0.004 -0.089 -0.227
N 4.299 0.347 0.282 -0.014 -0.045 -0.005 0.142
C 2.682 2.034 0.034 -0.016 -0.030 0.022 -0.173
C 2.237 1.907 1.349 -0.020 0.016 0.002 -0.023
C 0.910 2.174 1.627 -0.004 -0.014 -0.002 -0.139
N 0.024 2.542 0.700 0.053 0.097 0.027 0.065
C 0.464 2.691 -0.544 -0.018 -0.013 -0.034 -0.133
C 1.780 2.460 -0.928 0.000 -0.019 0.011 -0.002
H 6.788 1.685 -2.200 -0.005 0.003 -0.001 0.108
H 4.681 2.973 -1.761 0.010 -0.002 0.002 0.110
H 2.904 1.544 2.120 0.011 0.008 -0.006 0.124
H 0.530 2.045 2.634 -0.014 -0.007 0.001 0.110
H -0.280 2.957 -1.285 0.005 0.006 -0.002 0.114
H 2.058 2.515 -1.973 0.000 0.008 -0.002 0.120
```
Forces are in eV/Å.

=====

Computed, not measured: C27H27EuN6OS2 as an isolated structure, with the ωB97M-V functional and the def2-TZVPD basis.

For the energy, the calculation gives -2954.97054 Eh. The calculation puts the relative energy (zero: lowest compared OMol25 entry of this formula, charge and spin) at 3.847 eV. As for the spin multiplicity: 7. As for the net charge: +2. The calculation puts the orbital gap (alpha / beta) at 5.748 / 4.203 eV.

```
64
Properties=species:S:1:pos:R:3:forces:R:3:mulliken_spin:R:1
Eu -0.715 0.005 -0.942 -0.052 0.127 0.356 3.995
N 3.184 2.592 -1.869 0.637 -0.596 0.322 0.093
C 1.952 2.113 -1.873 -0.086 -0.136 -0.048 -0.034
N 1.642 0.899 -1.498 -0.177 -0.866 0.495 0.095
C 2.651 0.041 -1.074 0.910 2.496 -0.467 0.143
N 2.424 -1.208 -0.752 -2.483 -2.308 0.133 0.247
N 1.125 -1.571 -0.819 2.485 5.336 -0.760 0.321
C 0.893 -2.849 -0.735 -2.236 -5.223 0.604 0.419
C -0.481 -3.338 -0.779 2.563 1.110 0.000 0.104
C -0.749 -4.661 -0.478 -0.647 -1.302 0.087 0.136
C -2.062 -5.104 -0.524 0.677 -0.297 0.102 -0.017
C -3.063 -4.213 -0.875 -0.505 0.168 -0.067 0.152
C -2.714 -2.902 -1.150 0.088 -0.131 -0.098 -0.020
N -1.459 -2.462 -1.107 -0.182 0.925 -0.119 0.127
C 4.012 0.528 -0.984 -0.876 -0.664 0.010 0.051
C 5.067 -0.261 -0.515 0.302 -0.393 0.141 0.027
C 6.342 0.245 -0.486 0.047 -0.147 0.064 0.004
C 6.588 1.556 -0.919 0.112 0.172 -0.057 0.071
C 5.560 2.352 -1.378 0.102 0.248 -0.087 -0.041
C 4.274 1.826 -1.408 -0.226 0.942 -0.360 0.101
H 3.344 3.527 -2.199 0.089 0.277 -0.084 -0.004
H 1.168 2.770 -2.224 -0.125 0.067 -0.014 -0.007
H 1.712 -3.555 -0.651 -0.013 -0.009 0.077 0.003
H 0.066 -5.338 -0.232 -0.167 0.122 -0.026 -0.001
H -2.298 -6.138 -0.305 0.021 0.060 0.004 0.002
H -4.101 -4.524 -0.945 0.182 0.062 0.021 0.006
H -3.467 -2.184 -1.439 -0.134 0.131 -0.028 0.006
H 4.858 -1.276 -0.192 0.040 0.162 -0.049 -0.001
H 7.164 -0.372 -0.134 -0.134 0.127 -0.050 0.001
H 7.600 1.950 -0.898 -0.143 -0.049 0.004 0.003
H 5.746 3.369 -1.716 -0.015 -0.191 0.068 0.000
S -2.852 3.559 -3.399 -0.186 0.504 -0.122 -0.001
C -3.098 2.204 -4.394 -0.150 0.199 -0.364 -0.001
C -2.587 1.077 -3.834 0.161 -0.171 0.262 0.003
C -1.981 1.284 -2.548 0.123 -0.757 -0.108 -0.003
C -2.059 2.613 -2.199 0.004 0.269 0.163 0.007
C -1.583 3.221 -0.941 -0.122 -0.070 -0.226 0.005
C -1.794 4.557 -0.601 -0.136 0.260 -0.145 -0.001
C -1.332 5.043 0.605 -0.075 0.199 -0.034 0.001
C -0.662 4.192 1.477 0.015 0.337 0.206 -0.002
C -0.490 2.895 1.082 0.102 -0.330 -0.125 0.001
N -0.921 2.414 -0.092 0.085 -0.588 -0.068 -0.006
H -3.599 2.308 -5.356 0.155 0.010 0.333 0.000
H -2.642 0.120 -4.339 0.004 0.029 0.078 0.000
H -2.331 5.206 -1.284 0.052 -0.054 0.082 0.000
H -1.499 6.082 0.874 0.007 -0.125 -0.057 0.000
H -0.288 4.530 2.436 -0.067 -0.021 -0.117 0.000
H 0.022 2.191 1.724 0.045 -0.134 0.075 -0.002
C -4.059 -2.077 3.325 0.044 0.046 0.036 0.002
C -2.837 -1.160 3.212 -0.108 -0.046 0.085 -0.001
S -1.640 -1.847 2.051 0.005 0.215 -0.427 0.002
O -1.112 -0.643 1.230 -0.223 -0.089 0.235 0.015
C -0.293 -2.273 3.148 0.160 0.074 0.031 0.000
C 0.427 -1.071 3.745 -0.050 -0.140 0.153 0.001
H -4.810 -1.597 3.954 0.074 -0.040 -0.030 0.000
H -3.810 -3.039 3.786 0.017 0.152 -0.081 0.000
H -4.512 -2.271 2.349 0.083 0.051 0.088 0.000
H -2.343 -1.009 4.173 -0.101 0.045 -0.083 0.000
H -3.073 -0.185 2.782 -0.103 -0.030 0.049 0.000
H 0.373 -2.880 2.530 0.030 -0.003 0.088 -0.001
H -0.749 -2.931 3.895 0.077 0.049 -0.016 0.000
H 0.871 -0.456 2.967 0.000 0.017 -0.082 -0.001
H 1.228 -1.430 4.390 -0.005 0.013 0.010 0.000
H -0.228 -0.441 4.351 0.028 -0.088 -0.063 0.000
```
Forces are in eV/Å.

=====

Computed, not measured: a 2-piece molecular cluster, C4H10NS overall, with the ωB97M-V functional and the def2-TZVPD basis.

For the energy, the calculation gives -610.93272 Eh. The calculation puts the relative energy (zero: lowest compared OMol25 entry of this formula, charge and spin) at 4.640 eV. As for the net charge: +1. The calculation puts the orbital gap at 9.194 eV.

```
16
Properties=species:S:1:pos:R:3:forces:R:3:lowdin_charge:R:1
C -1.366 0.773 -1.040 -0.154 0.136 0.092 -0.324
C -0.033 0.297 -0.684 0.564 -5.395 -0.668 -0.662
C 0.006 -1.807 -1.372 -2.313 4.998 0.620 0.152
C 0.619 1.316 1.622 -0.599 0.175 -2.359 0.029
N 0.671 0.147 0.686 1.799 -0.207 -2.465 -0.006
S 0.129 1.422 -1.975 -0.643 0.672 0.742 0.945
H -1.973 0.060 -1.559 0.087 -0.384 -0.625 0.063
H -2.086 1.368 -0.481 0.920 0.781 0.305 0.092
H 0.570 -1.987 -2.208 1.362 -0.074 -1.848 0.027
H -1.037 -1.990 -1.389 -0.969 0.072 -0.785 0.039
H 0.281 -2.152 -0.488 2.052 -2.066 3.598 -0.038
H 1.139 2.133 1.109 0.089 -0.247 0.160 0.111
H -0.422 1.635 1.669 0.153 -0.316 1.042 0.112
H 1.201 0.936 2.401 0.149 0.298 2.156 0.090
H 0.501 -0.813 1.027 -1.157 0.793 0.459 0.168
H 1.708 -0.032 0.507 -1.340 0.764 -0.424 0.203
```
Forces are in eV/Å.